A 12-piece molecular cluster, C22H68O18 overall at a distorted geometry, computed with ωB97M-V with the def2-TZVPD basis set.

Each line ends with the Mulliken charge.
CARTESIAN COORDINATES (ANGSTROEM)
C 1.04310 3.78160 -2.38025  -0.79
C -0.16076 4.56008 -1.94110  0.53
C -1.05910 4.96395 -3.09445  -1.29
O -0.90380 3.82314 -0.95321  -0.46
H 1.78328 4.43575 -2.88313  0.48
H 0.70896 2.96825 -3.02158  0.06
H 1.50150 3.24463 -1.51641  -0.19
H 0.03587 5.48070 -1.42039  0.35
H -1.67187 4.12306 -3.38144  0.19
H -0.57281 5.34819 -3.97933  0.38
H -1.73401 5.74908 -2.79162  0.38
H -1.53941 3.17108 -1.37188  0.34
C 0.69416 -1.06074 3.39844  -0.56
C -0.55961 -0.87514 4.26209  0.13
C -0.25643 0.23877 5.30667  -1.55
O -1.61881 -0.62686 3.39370  -0.53
H 0.53667 -1.87670 2.72133  0.07
H 1.62228 -1.27866 3.92976  0.69
H 0.86357 -0.12548 2.86238  -0.24
H -0.83938 -1.79934 4.73645  0.49
H 0.12988 1.13841 4.89384  0.18
H 0.50205 -0.07800 6.02605  0.47
H -1.17515 0.41271 5.85595  0.39
H -1.59704 0.34266 3.10024  0.32
O -3.18338 -0.13955 0.02550  -0.28
C -4.31445 0.01158 0.92039  -0.10
C -4.80192 1.44364 0.74994  -1.02
O -3.75475 2.28392 1.19730  -0.47
H -2.84482 -1.04025 0.14772  0.10
H -5.21797 -0.56540 0.67777  0.32
H -3.99673 -0.24044 1.95792  0.18
H -5.67812 1.55042 1.38889  0.45
H -4.99113 1.65951 -0.28502  0.37
H -3.89155 3.19775 0.95336  0.22
O -1.76336 -3.13587 -1.23065  -0.54
C -0.58203 -3.94232 -1.49548  0.99
C -1.04221 -5.01981 -2.46964  -0.65
O -2.21663 -5.65177 -1.89489  -0.60
H -1.64606 -2.82700 -0.29756  0.25
H 0.20805 -3.28679 -1.87182  -0.56
H -0.38171 -4.50104 -0.57928  0.15
H -0.25629 -5.77253 -2.58703  0.36
H -1.28949 -4.54721 -3.43979  0.27
H -2.73240 -4.91261 -1.58606  0.36
O -2.19685 -2.35334 1.36262  0.27
C -3.20234 -3.09858 2.09280  -0.32
C -2.74109 -4.51727 2.41687  -0.79
O -1.46509 -4.39707 3.02211  -0.55
H -1.78729 -1.76661 2.05058  -0.06
H -3.23783 -2.66363 3.11132  0.18
H -4.15145 -3.07570 1.55738  0.35
H -2.63623 -5.11612 1.52476  0.31
H -3.40880 -4.97938 3.14082  0.38
H -0.85993 -4.44209 2.24480  0.31
O 2.48811 -2.81803 -0.16586  -0.45
C 3.76816 -2.11664 -0.09662  0.20
C 3.95338 -1.66044 1.28453  0.06
O 4.06513 -2.78760 2.15813  -0.62
H 2.44688 -3.19421 -1.06112  0.19
H 4.54420 -2.87570 -0.32008  0.33
H 3.76213 -1.26116 -0.76871  -0.03
H 3.10739 -1.06413 1.60582  -0.42
H 4.91705 -1.11833 1.37615  0.39
H 3.34898 -3.40936 2.03252  0.37
O -1.37424 1.95210 2.71693  -0.17
C -0.43547 2.95290 2.35060  0.22
C -0.98078 4.37940 2.42298  -1.11
O -1.92793 4.69370 1.45704  -0.56
H -2.28599 2.17927 2.38563  0.05
H 0.42497 2.85052 3.07116  0.25
H 0.03753 2.72125 1.39206  -0.08
H -0.10760 5.00676 2.36835  0.38
H -1.39151 4.47660 3.42217  0.44
H -1.63028 4.43500 0.58212  0.57
O 1.80888 -3.00854 -4.37816  -0.49
C 2.03954 -1.60661 -4.44281  -0.97
C 1.71717 -0.98937 -3.13534  1.34
O 1.61602 0.38351 -3.34755  -0.69
H 2.17343 -3.37166 -5.18608  0.29
H 3.11284 -1.50990 -4.64999  0.29
H 1.36524 -1.21959 -5.14631  0.38
H 2.54252 -1.17417 -2.40768  -0.55
H 0.78454 -1.42927 -2.77962  -0.35
H 1.42245 0.77270 -2.45690  0.00
C 4.53801 1.14555 -2.58250  -0.30
O 5.55111 1.10936 -1.56078  -0.49
H 4.26581 2.16042 -2.87474  0.39
H 4.86208 0.58172 -3.45565  0.37
H 3.67765 0.63050 -2.19323  -0.23
H 6.38506 1.38376 -1.96140  0.27
C 3.78020 1.72043 1.52131  -0.47
O 2.76518 2.29638 0.73463  -0.54
H 3.24626 0.97903 2.13648  0.14
H 4.56316 1.28270 0.89540  0.08
H 4.31171 2.46768 2.14212  0.32
H 3.06595 2.45081 -0.17528  0.20
C -0.10052 -0.32693 -0.32976  0.06
O 0.97476 0.54686 -0.67675  1.97
H -0.79613 0.13727 0.37127  0.20
H -0.68006 -0.54876 -1.22682  -0.54
H 0.31007 -1.29045 -0.00638  0.20
H 1.40136 1.00282 0.07786  -0.54
C -2.07953 1.28130 -2.95824  -0.22
O -2.54861 1.94724 -1.79581  -0.65
H -2.77203 1.50047 -3.79495  0.32
H -1.09127 1.66351 -3.27593  0.06
H -1.99544 0.19908 -2.78341  0.09
H -2.61672 1.27461 -1.06855  0.31

For the LUMO energy, the calculation gives 0.44 eV. The SMILES is CC(C)O.CC(C)O.OCCO.OCCO.OCCO.OCCO.OCCO.OCCO.CO.CO.CO.CO.